1.
20
Properties=species:S:1:pos:R:3 method="wB97M-V/def2-TZVPD" total_charge=-1 s_squared=0.75 e_lumo_ha="0.1529 / 0.1468" e_homo_ev="1.16 / -4.36" multiplicity=2 homo_lumo_gap_ev="3.00 / 8.35"
N 0.83 0.77 0.68
N -1.16 -1.39 -0.45
N 2.06 0.26 2.82
C -1.02 -0.52 -1.50
C 1.18 -0.22 1.73
C 0.15 -0.56 -2.20
C -2.07 0.59 -1.67
H 2.82 0.79 2.42
H 0.97 -1.28 -1.93
H -0.39 -1.49 0.20
H 1.68 1.15 0.25
H 1.73 -1.04 1.24
H -1.79 1.47 -0.95
H 1.50 1.01 3.23
H 0.21 -0.59 2.16
H -3.04 0.09 -1.25
H -2.19 0.96 -2.74
H 0.23 -0.06 -3.21
H 0.36 1.53 1.17
H -2.06 -1.46 0.00

---

2.
20
Properties=species:S:1:pos:R:3 method="wB97M-V/def2-TZVPD" total_charge=-1 s_squared=0.75 e_lumo_ha="0.1528 / 0.1544" e_homo_ev="1.30 / -5.24" multiplicity=2 homo_lumo_gap_ev="2.86 / 9.44"
N 1.74 -1.20 -1.67
N 0.14 0.73 1.61
N -2.60 -0.43 1.26
C 1.79 0.16 -1.06
C 0.38 0.73 -0.82
C -1.82 0.14 0.18
C -0.29 0.08 0.40
H -0.07 -1.00 0.33
H -2.01 1.23 0.17
H 0.59 1.78 -0.62
H 1.12 0.44 1.72
H 2.30 0.10 -0.09
H 2.59 -1.32 -2.22
H -0.22 0.71 -1.73
H -0.34 0.45 2.46
H -2.14 -0.24 -0.78
H -2.48 0.07 2.12
H 1.73 -1.86 -0.90
H 2.45 0.81 -1.63
H -2.89 -1.38 1.28

---

3.
20
Properties=species:S:1:pos:R:3 method="wB97M-V/def2-TZVPD" e_lumo_ha=0.0346 e_homo_ev=-8.42 smiles=C[C@H](N)CNCN homo_lumo_gap_ev=9.36
N -0.77 -2.64 0.70
N 1.05 1.74 -1.20
N 0.09 -0.95 -0.90
C -0.99 -1.90 -0.51
C 0.88 -0.32 0.17
C 0.82 1.20 0.18
C -0.53 1.71 0.67
H 1.88 2.34 -1.17
H -0.89 1.21 1.58
H -1.32 1.60 -0.08
H -0.08 -3.35 0.53
H 1.56 1.66 0.84
H -0.66 -2.03 1.50
H 0.57 -0.59 1.19
H -0.29 -0.14 -1.36
H -0.48 2.76 0.97
H 1.91 -0.71 0.13
H -1.97 -1.41 -0.42
H 0.30 2.38 -1.44
H -1.06 -2.54 -1.38

---

4.
20
Properties=species:S:1:pos:R:3 method="wB97M-V/def2-TZVPD" e_lumo_ha=0.0360 e_homo_ev=-8.38 smiles=CC(C)CN(N)N homo_lumo_gap_ev=9.36
N 0.93 -1.46 1.16
N -0.39 -1.14 0.99
N -1.47 -2.12 1.29
C -0.06 1.51 -1.85
C 0.38 0.73 -0.58
C -0.66 -0.31 -0.18
C 1.00 1.53 0.49
H 1.43 2.49 0.21
H 1.16 -2.40 0.64
H 0.29 1.55 1.29
H -0.94 -1.00 -1.03
H -2.30 -1.62 1.50
H -0.98 2.04 -1.70
H -0.15 0.98 -2.75
H 1.16 -1.57 2.18
H 1.71 0.86 0.90
H 1.32 0.09 -0.96
H -1.51 -2.76 0.45
H -1.64 0.28 0.07
H 0.73 2.31 -2.11

---

5.
20
Properties=species:S:1:pos:R:3 method="wB97M-V/def2-TZVPD" e_lumo_ha=0.0278 e_homo_ev=-7.13 homo_lumo_gap_ev=7.88
N 1.41 -0.07 -0.51
N -2.03 -0.52 -0.83
N -0.87 -0.58 0.01
C 2.54 -0.10 0.39
C -0.15 1.66 -1.31
C -1.07 -1.16 1.34
C 0.37 0.76 -0.21
H -2.27 -1.47 -1.10
H -0.17 1.13 -2.26
H -0.13 -1.13 1.89
H -1.39 -2.20 1.23
H 3.32 0.62 0.10
H 0.52 2.52 -1.39
H 0.37 1.25 0.78
H -1.17 2.01 -1.10
H 3.00 -1.09 0.36
H -2.81 -0.14 -0.30
H 2.29 0.11 1.45
H 0.07 -1.03 -0.43
H -1.84 -0.60 1.88

---

6.
20
Properties=species:S:1:pos:R:3 method="wB97M-V/def2-TZVPD" total_charge=+1 s_squared=0.76 e_lumo_ha="-0.1156 / -0.3040" e_homo_ev="-13.06 / -12.84" multiplicity=2 homo_lumo_gap_ev="9.91 / 4.57"
N 2.98 0.30 -0.06
N -0.20 0.92 -1.16
N -2.59 0.45 0.77
C -0.51 -0.86 0.56
C 0.41 0.23 -0.04
C 1.77 -0.48 -0.31
C -2.07 -0.69 0.19
H 1.79 -0.91 -1.32
H -2.86 1.26 0.22
H -2.16 0.74 1.64
H 0.26 0.65 -2.02
H -0.09 1.91 -1.03
H 0.70 0.93 0.74
H 2.82 0.89 0.75
H -0.28 -1.91 0.40
H -0.52 -0.73 1.65
H 1.85 -1.34 0.35
H 3.16 0.91 -0.84
H -2.49 -1.67 0.39
H -1.98 -0.61 -0.90

---

Maximum force in Eh/bohr, matching the order above: 0.056 0.044 0.027 0.105 0.037 0.064
Relative energy (zero: lowest compared OMol25 entry of this formula, charge and spin) in kcal/mol, matching the order above: 25.9 8.8 25.2 74.9 91.8 26.9